1.
Entry from the OMol25 dataset: C6H14O as an isolated structure (ωB97M-V with the def2-TZVPD basis set).

Geometry as XYZ:
```
21
Properties=species:S:1:pos:R:3:lowdin_charge:R:1
O 1.574 -1.479 0.451 -0.09
C -1.602 -0.636 -1.090 -0.08
C -2.165 0.387 1.126 -0.09
C 1.454 -0.198 -0.096 -0.56
C 0.193 0.537 0.286 -0.15
C -1.080 -0.319 0.314 -0.43
C 2.728 0.597 -0.079 -0.04
H -1.838 0.567 2.156 0.08
H 1.420 -1.429 -0.661 0.13
H -2.494 -1.270 -1.037 0.08
H 3.561 -0.023 -0.423 0.09
H -3.083 -0.211 1.163 0.08
H 0.365 0.959 1.285 0.13
H -0.866 -1.161 -1.710 0.07
H 0.092 1.379 -0.411 0.13
H 1.301 -0.480 -1.361 0.18
H -0.813 -1.259 0.814 0.13
H -2.417 1.357 0.678 0.08
H 2.609 1.468 -0.727 0.09
H 2.944 0.928 0.939 0.09
H -1.883 0.286 -1.615 0.08
```

Output
HOMO level = -9.9 eV
E_LUMO = 0.89 eV



2.
Entry from the OMol25 dataset: an isolated molecule of C17H19N5O3 (ωB97M-V with the def2-TZVPD basis set).

Geometry as XYZ:
```
44
Properties=species:S:1:pos:R:3:lowdin_charge:R:1
O -4.048 2.512 -1.237 0.11
O -1.340 -1.512 -0.184 0.08
O -1.970 3.029 -0.672 0.12
N -5.748 0.287 -0.073 0.08
N 4.512 1.158 1.719 0.06
N 1.394 -1.763 -0.226 0.09
N -1.251 0.746 -0.117 0.05
N -6.465 -1.911 0.138 0.02
C -0.696 -0.514 0.012 -0.46
C 3.997 -0.030 -0.102 -0.18
C -4.829 -0.484 0.700 -0.31
C -5.229 -1.747 0.779 -0.14
C 3.931 -0.643 -1.340 -0.04
C 6.313 -0.173 0.262 0.01
C -2.869 2.249 -0.780 -0.60
C 1.440 0.763 -0.163 -0.12
C 0.763 -0.487 0.365 -0.25
C -3.491 0.281 1.068 0.00
C -2.650 0.927 -0.245 -0.24
C 6.272 -0.806 -0.999 -0.08
C 5.082 0.155 0.731 -0.12
C 3.168 1.546 1.388 -0.05
C -6.626 -0.703 -0.493 -0.18
C 2.839 0.823 0.334 -0.21
C 5.177 -0.958 -1.776 -0.13
H -2.590 -0.302 1.470 0.12
H 0.793 -0.391 1.397 0.13
H 0.574 1.666 0.074 0.17
H -4.754 1.968 -0.606 0.17
H 2.340 -1.902 -0.001 0.02
H 7.229 -0.172 0.687 0.07
H -0.749 1.731 -0.065 0.14
H -7.474 -0.417 -1.165 0.13
H -3.135 0.267 -1.115 0.19
H 4.863 1.544 2.526 0.08
H 2.631 1.897 2.323 0.15
H 1.483 0.831 -1.220 0.09
H 5.090 -1.317 -2.761 0.09
H 2.923 -0.135 -2.046 0.22
H -6.718 -3.121 0.002 0.29
H -3.842 1.191 1.546 0.10
H 0.977 -2.544 0.267 0.07
H 7.124 -1.021 -1.612 0.10
H -4.439 -2.518 1.211 0.17
```

Output
HOMO level = -7.9 eV
E_LUMO = 0.12 eV
structure (SMILES) = N[C@@H](Cc1c[nH]c2ccccc12)C(=O)N[C@@H](Cc1c[nH]cn1)C(=O)O



3.
Entry from the OMol25 dataset: C22H36AsIrN2O8PTe as an isolated structure (ωB97M-V with the def2-TZVPD basis set).

Geometry as XYZ:
```
72
Properties=species:S:1:pos:R:3:lowdin_charge:R:1
Ir -0.342 0.117 0.261 0.55
Te -1.247 -2.062 1.535 1.39
As 2.900 -0.181 2.320 0.96
P 0.386 1.902 -0.793 0.58
O 1.177 1.505 -2.131 -0.29
O 1.495 2.806 -0.053 -0.27
O 1.264 0.070 2.286 -0.63
O -0.752 -2.235 -3.691 0.22
O 2.082 -1.685 -2.556 0.27
O -0.624 3.083 -1.203 -0.26
O -1.685 -0.537 -2.419 0.14
O 1.323 -0.986 -0.513 -0.07
N -1.939 1.103 1.049 -0.19
N -3.206 2.342 2.319 0.08
C 3.898 0.583 0.860 -0.18
C -3.624 -5.226 0.027 -0.03
C 1.798 2.488 -3.000 -0.25
C -2.613 -4.306 0.278 -0.30
C -1.946 1.940 2.063 -0.15
C -1.757 2.807 -2.055 -0.27
C 3.303 -2.063 2.326 -0.19
C -3.248 0.961 0.635 -0.14
C -3.327 -6.574 -0.101 -0.07
C -0.216 -3.723 0.659 -0.39
C 3.629 0.579 3.928 -0.20
C 1.499 2.111 -4.430 -0.06
C 1.187 3.388 1.226 -0.30
C -1.296 -4.745 0.406 -0.30
C -4.045 1.729 1.422 -0.06
C -1.194 -1.380 -3.042 -0.43
C -2.024 4.033 -2.895 -0.06
C 2.317 4.317 1.603 -0.06
C 1.498 -1.335 -1.627 -0.40
C -2.899 -2.830 0.408 -0.39
C -1.003 -6.098 0.277 -0.04
C -2.015 -7.010 0.024 -0.07
H 3.621 1.627 0.739 0.02
H 0.242 3.932 1.150 0.11
H -3.478 2.972 3.053 0.16
H 0.020 -6.439 0.379 0.12
H -3.832 -2.633 0.932 0.06
H -1.782 -8.062 -0.069 0.11
H -5.108 1.893 1.420 0.12
H 2.867 2.465 -2.789 0.12
H 4.960 0.499 1.091 0.05
H 0.555 -4.082 1.338 0.06
H -2.898 3.866 -3.526 0.08
H -1.174 4.255 -3.540 0.07
H -1.541 1.937 -2.677 0.09
H 0.427 2.155 -4.627 0.07
H 4.676 0.302 4.048 0.04
H 1.851 1.101 -4.643 0.08
H 3.266 3.780 1.626 0.07
H 1.083 2.571 1.947 0.08
H -3.501 0.331 -0.200 0.11
H 2.982 -2.479 1.372 0.03
H -2.917 -2.325 -0.557 0.05
H -1.081 2.244 2.625 0.13
H 1.414 3.478 -2.751 0.11
H 0.253 -3.389 -0.265 0.05
H 3.049 0.210 4.771 0.04
H 4.372 -2.231 2.454 0.04
H -2.215 4.900 -2.263 0.08
H 2.755 -2.534 3.140 0.05
H 2.001 2.801 -5.109 0.09
H -4.120 -7.286 -0.289 0.11
H -4.649 -4.887 -0.064 0.12
H 2.403 5.134 0.887 0.09
H 2.139 4.741 2.592 0.08
H -2.607 2.565 -1.417 0.10
H 3.542 1.663 3.877 0.03
H 3.674 0.041 -0.056 0.03
```

Output
HOMO level = -8.9 eV
net charge = +1
E_LUMO = -2.46 eV



4.
Entry from the OMol25 dataset: a 2-piece molecular cluster, F3HN2O2S overall (ωB97M-V with the def2-TZVPD basis set).

Geometry as XYZ:
```
9
Properties=species:S:1:pos:R:3:lowdin_charge:R:1
S 1.011 1.027 0.087 0.83
F -1.885 -0.842 -0.685 -0.12
F 1.259 -1.758 -0.469 0.01
F 0.363 -1.240 1.398 -0.01
O 1.967 1.109 -1.018 -0.40
O 1.230 1.732 1.329 -0.38
N 1.383 -0.925 0.586 -0.08
N -2.252 0.385 -0.331 0.11
H -3.076 0.512 -0.897 0.04
```

Output
HOMO level (alpha / beta) = -11.1 / -10.6 eV
E_LUMO (alpha / beta) = -3.04 / -1.05 eV



Computed values of strongest force on any atom (unit: eV Å⁻¹) for the preceding records, in sequence: 4.491 6.226 2.649 2.092.